C39H66N7O5S4 | ωB97M-V with the def2-TZVPD basis set

As for the energy above the lowest of the compared OMol25 structures with the same formula, charge and spin: 5.054 eV. Its net charge is -1. The value obtained for the orbital gap is 7.684 eV. The lowest unoccupied orbital energy comes out at 1.9468 eV.

Cartesian coordinates (Å):
C: 1.0671 -0.2689 -0.0239
C: -0.4900 -0.3690 0.0525
C: -1.0234 -0.5404 -1.3961
O: -0.9708 -1.3879 0.8047
H: 1.3712 -0.2915 1.0226
H: 1.6359 0.5227 -0.5118
H: 1.4206 -1.2471 -0.3498
H: -0.6976 0.6193 0.4629
H: -2.0776 -0.2646 -1.3685
H: -0.9116 -1.5895 -1.6698
H: -0.5683 0.2111 -2.0412
C: -1.5320 3.9130 -6.5303
S: -0.7131 2.3467 -5.8023
O: 0.6712 2.0970 -6.3365
C: -0.4004 2.8089 -4.0200
H: -1.3996 3.8999 -7.6122
H: -0.9376 4.7748 -6.2265
H: -2.5459 4.1920 -6.2437
H: 0.2601 2.0820 -3.5473
H: -1.2459 2.8394 -3.3328
H: -0.0234 3.8236 -3.8921
C: 3.3637 2.6022 -2.0209
S: 3.1430 1.5701 -3.5826
O: 2.7120 2.5724 -4.6678
C: 4.8917 1.1262 -3.8866
H: 3.8588 3.4990 -2.3934
H: 3.8982 1.9716 -1.3104
H: 2.4215 2.9085 -1.5665
H: 5.3547 0.3694 -3.2534
H: 5.4736 1.9977 -3.5865
H: 5.0582 0.9802 -4.9539
C: -2.2718 3.2404 2.0332
S: -1.8905 4.4214 3.4299
O: -2.1309 5.8835 2.9706
C: -3.2715 3.8127 4.5495
H: -1.5887 3.3529 1.1912
H: -3.2808 3.4830 1.6997
H: -2.3825 2.2473 2.4685
H: -4.2118 4.1222 4.0933
H: -3.1600 4.1986 5.5628
H: -3.0853 2.7502 4.7057
C: 5.5134 -4.1300 -2.3890
S: 5.1920 -2.4868 -3.1358
O: 4.6014 -2.7392 -4.5238
C: 3.9121 -1.7527 -2.0326
H: 5.6897 -4.0939 -1.3140
H: 6.3963 -4.5046 -2.9070
H: 4.6922 -4.8464 -2.4077
H: 3.2001 -2.5779 -2.0207
H: 3.3878 -0.9652 -2.5740
H: 4.2834 -1.4306 -1.0598
N: -3.5547 -0.3584 1.8216
C: -3.7343 -0.1701 3.1756
C: -5.0467 0.2025 3.4491
C: -5.7243 0.2245 2.2683
C: -4.7991 -0.0308 1.2677
H: -2.6870 -0.6283 1.3809
H: -2.8583 -0.3750 3.7731
H: -5.4727 0.1801 4.4413
H: -6.7900 0.3983 2.2462
H: -5.0523 -0.2678 0.2449
N: -3.0982 -3.7003 -1.1797
C: -3.4855 -4.8948 -0.7142
C: -4.1157 -5.5590 -1.7593
C: -3.8417 -4.7775 -2.8831
C: -3.2276 -3.6332 -2.5396
H: -2.7523 -2.9535 -0.5943
H: -3.5725 -5.0776 0.3467
H: -4.6183 -6.5133 -1.7034
H: -4.2041 -4.8864 -3.8946
H: -2.9592 -2.7076 -3.0271
N: -0.8782 -4.4510 1.7426
C: 0.1483 -5.3648 1.6141
C: 0.3672 -5.9731 2.8063
C: -0.4131 -5.2806 3.7608
C: -1.1797 -4.3324 3.1167
H: -1.1323 -3.8019 1.0118
H: 0.7321 -5.4738 0.7121
H: 1.1591 -6.6937 2.9476
H: -0.5436 -5.4695 4.8161
H: -1.9549 -3.6766 3.4847
N: -3.3023 4.7149 -2.5909
C: -3.7141 4.2374 -3.8221
C: -4.1406 2.9531 -3.6053
C: -3.8339 2.5705 -2.2467
C: -3.3610 3.7017 -1.6258
H: -2.8067 5.5827 -2.4443
H: -3.7703 4.8675 -4.6975
H: -4.7059 2.3961 -4.3379
H: -4.0523 1.6247 -1.7732
H: -3.1547 3.8450 -0.5754
N: 2.6765 -2.4682 1.9713
C: 3.6349 -2.0018 2.8622
C: 4.6311 -2.9286 2.9404
C: 4.3543 -3.9221 1.9345
C: 3.1134 -3.6508 1.3566
H: 1.7588 -2.0570 1.8766
H: 3.4198 -1.1314 3.4644
H: 5.4449 -2.9382 3.6504
H: 4.9518 -4.8212 1.9006
H: 2.4776 -4.2758 0.7471
N: 2.1618 3.9187 0.5824
C: 1.8383 2.7066 1.0576
C: 3.0397 2.1500 1.6094
C: 3.9574 3.1657 1.5458
C: 3.4433 4.2131 0.7575
H: 1.4592 4.5377 0.2040
H: 0.8197 2.3571 0.9766
H: 3.0987 1.1353 1.9747
H: 4.9099 3.0411 2.0393
H: 3.8137 5.2099 0.5687
N: -0.0973 0.0883 3.3671
C: 0.6212 1.2113 3.7384
C: 1.3072 0.9030 4.9164
C: 1.1333 -0.4082 5.2717
C: 0.1783 -0.8532 4.2946
H: -0.4542 -0.1021 2.4416
H: 0.4559 2.0945 3.1393
H: 1.9484 1.5061 5.5422
H: 1.4781 -0.9914 6.1127
H: -0.1034 -1.8902 4.1861

C39H67F3N6O3P2PtS3 | ωB97M-V with the def2-TZVPD basis set

The value obtained for the orbital gap (spin up / spin down) is 6.533 / 6.442 eV. Its multiplicity is 3. The lowest unoccupied orbital energy (spin up / spin down) comes out at 0.0041 / -0.9522 eV. The expectation value of S² is 2.01.

Cartesian coordinates (Å):
Pt: 0.2539 -0.5546 0.2861
O: -0.0892 1.6628 -1.4484
P: -0.8453 2.9358 -1.5341
N: -2.0584 2.9479 -2.7010
C: -3.4676 2.9501 -2.3015
C: -3.8911 1.4859 -2.4146
C: -3.1501 1.0178 -3.6766
C: -1.9605 1.9982 -3.8218
N: -1.4682 3.3851 -0.0739
C: -1.9088 4.7442 0.2740
C: -2.7324 4.5546 1.5558
C: -2.2432 3.2138 2.1138
C: -2.0459 2.3986 0.8440
N: 0.0326 4.3019 -1.9556
C: 0.4052 4.4530 -3.3796
C: 1.8264 5.0239 -3.3624
C: 2.3988 4.4961 -2.0460
C: 1.1966 4.6336 -1.1173
H: -4.0339 3.5612 -3.0140
H: -3.6018 3.3741 -1.3081
H: -4.9719 1.3621 -2.4836
H: -3.5264 0.9315 -1.5467
H: -3.7988 1.0770 -4.5517
H: -2.8102 -0.0079 -3.5716
H: -2.0355 2.5520 -4.7626
H: -1.0001 1.4843 -3.7967
H: -2.4902 5.2074 -0.5261
H: -1.0377 5.3785 0.4556
H: -3.7953 4.4883 1.3150
H: -2.5962 5.3788 2.2543
H: -2.9482 2.7555 2.8054
H: -1.2848 3.3458 2.6225
H: -3.0135 2.0165 0.4922
H: -1.3763 1.5448 0.9521
H: -0.3000 5.1146 -3.8852
H: 0.3923 3.4884 -3.8949
H: 1.7919 6.1150 -3.3365
H: 2.4010 4.7171 -4.2348
H: 3.2646 5.0592 -1.6970
H: 2.6715 3.4438 -2.1487
H: 1.1173 5.6708 -0.7702
H: 1.2424 3.9814 -0.2448
C: 4.9351 -0.4546 3.8197
C: 3.8360 -0.2304 4.8532
C: 3.1549 -1.5214 5.3134
C: 2.4266 -2.3118 4.2266
N: 1.3155 -1.5298 3.7102
C: 0.0890 -1.8594 3.3280
S: -0.9462 -0.6077 2.7752
N: -0.4462 -3.0821 3.4749
C: 0.1989 -4.3969 3.4066
C: -0.8582 -5.4824 3.2131
C: -1.7345 -5.3698 1.9602
C: -0.9790 -5.4464 0.6371
H: 5.4887 0.4694 3.6425
H: 4.5463 -0.7886 2.8578
H: 5.6412 -1.2067 4.1802
H: 3.0981 0.4820 4.4680
H: 4.2786 0.2332 5.7381
H: 2.4347 -1.2823 6.1012
H: 3.9110 -2.1799 5.7483
H: 2.0550 -3.2360 4.6616
H: 3.1093 -2.5610 3.4075
H: 1.5370 -0.5625 3.5389
H: -1.4087 -3.0852 3.1760
H: 0.7256 -4.6100 4.3382
H: 0.9192 -4.4075 2.5856
H: -1.5110 -5.4844 4.0920
H: -0.3330 -6.4404 3.1990
H: -2.3152 -4.4415 1.9847
H: -2.4576 -6.1878 2.0022
H: -0.2617 -4.6341 0.5305
H: -1.6811 -5.3682 -0.1944
H: -0.4462 -6.3966 0.5469
C: 1.1891 -5.0445 -2.1248
C: 2.4526 -4.5259 -2.7934
C: 3.5134 -5.6039 -2.9556
O: 2.9949 -3.3582 -2.1251
P: 3.2533 -3.0635 -0.5865
S: 4.6033 -1.6497 -0.4748
S: 1.5246 -2.7527 0.4459
O: 3.7277 -4.5241 -0.0793
C: 3.9760 -4.8337 1.3028
C: 3.5976 -6.2913 1.4994
C: 5.4324 -4.5729 1.6562
H: 0.7893 -5.8834 -2.6968
H: 0.4281 -4.2661 -2.0599
H: 1.4145 -5.3873 -1.1147
H: 2.2027 -4.1298 -3.7794
H: 3.7303 -6.0738 -1.9993
H: 4.4341 -5.1704 -3.3465
H: 3.1546 -6.3609 -3.6545
H: 3.3204 -4.2077 1.9146
H: 4.1800 -6.9177 0.8218
H: 2.5356 -6.4488 1.3034
H: 3.8160 -6.5947 2.5244
H: 6.0747 -5.2441 1.0835
H: 5.5955 -4.7368 2.7231
H: 5.6996 -3.5464 1.4087
C: -3.1706 -2.8248 -2.2481
C: -3.4655 -2.4036 -0.9596
C: -2.5316 -1.6745 -0.2303
C: -1.2896 -1.3403 -0.7796
C: -1.0261 -1.7401 -2.0934
C: -1.9469 -2.4920 -2.8133
H: -3.8873 -3.4106 -2.8112
H: -4.4209 -2.6555 -0.5118
H: -2.7757 -1.3716 0.7812
H: -0.0851 -1.4686 -2.5633
H: -1.7097 -2.8164 -3.8208
F: 3.9401 5.1824 1.5868
C: 4.4693 3.9657 1.8401
F: 5.6151 3.8763 1.1532
F: 4.7761 3.9411 3.1529
C: 3.4999 2.8809 1.4902
C: 3.7464 1.9725 0.4774
C: 2.7810 1.0233 0.1939
N: 1.6369 0.9261 0.8806
C: 1.4080 1.8107 1.8620
C: 2.3026 2.8050 2.1925
H: 4.6758 1.9890 -0.0740
H: 2.9403 0.3024 -0.5941
H: 0.4773 1.6926 2.4013
H: 2.0816 3.5063 2.9859

C39H67N6O6P | ωB97M-V with the def2-TZVPD basis set

The value obtained for the orbital gap is 9.786 eV. The lowest unoccupied orbital energy comes out at -0.1908 eV. The SMILES is CCCCC1=C(CCCP(=O)(OCC)OCC)C(=O)OC1=O.CCCC#N.CCCC#N.CCCC#N.CCCC#N.CCCC#N.CCCC#N.

Cartesian coordinates (Å):
C: -2.6318 0.6730 5.6882
C: -3.1140 -0.2048 4.5170
C: -2.1415 -0.2700 3.3331
C: -1.8088 1.1400 2.8096
C: -1.5225 1.2306 1.3435
C: -0.6272 0.6330 0.5473
C: 0.2600 -0.5311 0.8469
C: 1.7723 -0.3239 1.0855
C: 2.3870 0.9028 0.4028
P: 4.1926 0.8729 0.3764
O: 4.7300 0.9339 -0.9925
O: 4.6257 2.0849 1.3110
C: 5.8941 2.0244 1.9986
C: 6.5095 3.4176 2.0379
O: 4.6764 -0.4174 1.1797
C: 5.1982 -1.5469 0.4385
C: 5.3642 -2.6926 1.4071
C: -0.7419 1.4028 -0.7402
O: 0.0965 1.9164 -1.4049
O: -2.0950 1.7663 -0.8545
C: -2.4527 2.0105 0.4673
O: -3.4689 2.5560 0.7592
H: -2.6059 0.0970 6.6124
H: -3.2940 1.5259 5.8340
H: -1.6258 1.0532 5.5023
H: -3.2865 -1.2257 4.8661
H: -4.0801 0.1425 4.1424
H: -1.2420 -0.8096 3.6370
H: -2.6370 -0.8193 2.5279
H: -2.6369 1.8165 3.0317
H: -0.9377 1.5469 3.3310
H: 0.1340 -1.2052 -0.0049
H: -0.1762 -1.0589 1.6934
H: 2.2833 -1.2155 0.7198
H: 1.9670 -0.2920 2.1597
H: 2.0264 1.8284 0.8527
H: 2.1243 0.8895 -0.6547
H: 6.5689 1.3402 1.4830
H: 5.7139 1.6451 3.0043
H: 5.7178 4.1641 1.9875
H: 7.0915 3.5258 2.9516
H: 7.1557 3.5575 1.1720
H: 4.5428 -1.8051 -0.3947
H: 6.1621 -1.2513 0.0218
H: 5.9162 -2.3946 2.2939
H: 5.8653 -3.5331 0.9286
H: 4.3845 -3.0531 1.7324
C: -4.1016 -0.9983 -3.9936
C: -2.9147 -0.0669 -3.7839
C: -1.6093 -0.8291 -3.5236
C: -1.6962 -1.6526 -2.3156
N: -1.7859 -2.2848 -1.3625
H: -4.2962 -1.5995 -3.1038
H: -5.0051 -0.4245 -4.2060
H: -3.9316 -1.6775 -4.8294
H: -3.1089 0.6072 -2.9487
H: -2.7725 0.5573 -4.6679
H: -0.7750 -0.1352 -3.3996
H: -1.3739 -1.4855 -4.3638
C: 7.1989 -2.1419 6.4383
C: 8.0336 -3.3964 6.6624
C: 8.8721 -3.7776 5.4366
C: 8.0302 -4.0517 4.2716
N: 7.3498 -4.2676 3.3749
H: 6.4763 -2.2866 5.6337
H: 6.6427 -1.8847 7.3394
H: 7.8303 -1.2900 6.1787
H: 7.3818 -4.2316 6.9249
H: 8.7111 -3.2438 7.5041
H: 9.4697 -4.6676 5.6375
H: 9.5573 -2.9678 5.1779
C: -7.8306 4.8844 2.3858
C: -6.5396 5.6914 2.4381
C: -5.2904 4.8063 2.5099
C: -5.2790 3.9590 3.7035
N: -5.2715 3.2964 4.6393
H: -7.9585 4.2854 3.2885
H: -8.6941 5.5442 2.3015
H: -7.8373 4.2102 1.5272
H: -6.5594 6.3605 3.3006
H: -6.4606 6.3185 1.5486
H: -4.3876 5.4184 2.5286
H: -5.2253 4.1527 1.6386
C: -7.2751 -1.1850 -7.4557
C: -5.9539 -0.7179 -8.0492
C: -5.0882 -1.8851 -8.5408
C: -4.7730 -2.8077 -7.4491
N: -4.5395 -3.5026 -6.5677
H: -7.0997 -1.8139 -6.5819
H: -7.8852 -0.3423 -7.1333
H: -7.8624 -1.7614 -8.1715
H: -5.3963 -0.1495 -7.3014
H: -6.1327 -0.0466 -8.8909
H: -4.1506 -1.5215 -8.9635
H: -5.6080 -2.4481 -9.3185
C: -8.0030 -3.0319 -2.9985
C: -9.2505 -3.9072 -3.0130
C: -9.5541 -4.4796 -4.4028
C: -9.7854 -3.4180 -5.3826
N: -9.9692 -2.5699 -6.1311
H: -8.1249 -2.1613 -3.6450
H: -7.7997 -2.6695 -1.9910
H: -7.1268 -3.5872 -3.3389
H: -10.1104 -3.3317 -2.6655
H: -9.1244 -4.7416 -2.3211
H: -10.4398 -5.1156 -4.3779
H: -8.7168 -5.0870 -4.7524
C: 9.7151 1.3619 -1.0990
C: 10.1407 2.8198 -1.2153
C: 11.2611 3.1962 -0.2365
C: 10.8409 3.0003 1.1513
N: 10.4545 2.8415 2.2183
H: 9.3108 1.1464 -0.1088
H: 8.9400 1.1293 -1.8284
H: 10.5579 0.6902 -1.2754
H: 9.2800 3.4678 -1.0401
H: 10.4913 3.0230 -2.2284
H: 11.5461 4.2418 -0.3603
H: 12.1484 2.5858 -0.4151